Density functional theory data (wB97M-V/def2-TZVPD) for one molecule with the formula C5H8N2.

Each line ends with the natural charge from an NBO analysis.
Cartesian coordinates (Å):
H  0.4741  -1.0427  1.7602  0.329
N  0.9815  -0.1756  1.6009  -0.630
C  0.6214  0.5080  0.6085  0.329
C  1.3481  1.7832  0.3174  -0.661
C  -0.4769  0.1872  -0.3512  -0.372
C  -1.5966  -0.7910  0.0414  -0.487
C  -0.5666  -1.1585  -0.9295  0.340
N  -0.0088  -1.9475  -1.7059  -0.582
H  -0.4419  -2.8659  -1.7989  0.349
H  1.7697  1.7436  -0.6855  0.225
H  0.6606  2.6262  0.3664  0.219
H  2.1438  1.9215  1.0425  0.237
H  -0.7501  1.0127  -0.9973  0.237
H  -2.5981  -0.5769  -0.3016  0.239
H  -1.5603  -1.2243  1.0328  0.230

Summary:
Energy above the lowest of the compared OMol25 structures with the same formula, charge and spin in kcal/mol: 49.8
Total charge: 0
LUMO in eV: 0.8745
HOMO in eV: -9.4
Spin multiplicity: 1
Calculated total energy in Ha: -304.75618
Gap between HOMO and LUMO in eV: 10.3
Largest force on an atom in eV/Å: 1.02

***

Density functional theory data (wB97M-V/def2-TZVPD) for a 4-piece molecular cluster, C12H20Br6FN2 overall.

Each line ends with the natural charge from an NBO analysis.
Cartesian coordinates (Å):
F  3.5638  2.2205  3.7077  -0.345
C  2.2250  1.7881  3.5313  0.059
C  1.4134  2.6960  2.4570  -0.516
C  -0.0970  2.2592  2.5846  0.092
C  -1.0819  2.8870  3.5665  -0.186
C  -2.4209  2.2070  3.4612  0.054
N  -2.6858  1.1727  2.5823  -0.260
N  -1.9212  0.5992  1.6716  -0.094
C  -0.6625  1.1662  1.7113  -0.001
H  2.1727  0.7059  3.1906  0.187
H  1.6529  1.8428  4.5233  0.173
H  1.8740  2.5136  1.4335  0.272
H  1.5790  3.7875  2.7731  0.257
H  -0.8291  3.7060  4.2942  0.284
H  -3.2533  2.5715  4.1487  0.268
H  -3.6403  0.7664  2.6287  0.445
H  0.0792  0.7061  0.9666  0.270
Br  0.8234  -0.8054  -1.6960  -0.009
C  2.2883  0.4124  -2.1081  -0.456
C  3.5052  0.1113  -1.2692  -0.438
Br  3.2855  0.7790  0.5488  -0.025
H  1.9075  1.4233  -1.9678  0.230
H  2.5029  0.2528  -3.1656  0.240
H  4.3799  0.6318  -1.6611  0.241
H  3.7266  -0.9526  -1.1916  0.244
Br  -1.3957  -3.9002  -2.0631  -0.018
C  0.3283  -4.8098  -2.0322  -0.447
C  0.6645  -5.2981  -0.6451  -0.444
Br  1.2738  -3.8357  0.4912  -0.026
H  1.0625  -4.1123  -2.4338  0.234
H  0.2180  -5.6504  -2.7185  0.237
H  1.4992  -5.9995  -0.6760  0.236
H  -0.1776  -5.7657  -0.1366  0.237
Br  -4.9491  -0.5668  -3.4490  -0.003
C  -3.4934  0.6593  -3.8659  -0.457
C  -2.2831  0.3812  -3.0103  -0.433
Br  -2.5201  1.0750  -1.2026  -0.045
H  -3.8840  1.6689  -3.7451  0.234
H  -3.2669  0.4848  -4.9185  0.238
H  -1.4076  0.9014  -3.4008  0.230
H  -2.0561  -0.6802  -2.9152  0.244

Summary:
Total charge: +1
LUMO in eV: -4.9683
HOMO in eV: -12.1
Spin multiplicity: 1
Calculated total energy in Ha: -16122.37282
Gap between HOMO and LUMO in eV: 7.1
Largest force on an atom in eV/Å: 5.14

***

Density functional theory data (wB97M-V/def2-TZVPD) for a 3-piece molecular cluster, C10H23INO2 overall.

Each line ends with the natural charge from an NBO analysis.
Cartesian coordinates (Å):
I  1.0809  -1.1349  4.3306  -0.955
C  -1.4256  -0.7067  0.4965  -0.620
C  -0.5253  -0.3808  -0.7038  0.114
C  -1.1610  0.7381  -1.5172  -0.405
C  -0.2123  1.4734  -2.4534  -0.395
C  0.9843  2.0156  -1.6813  -0.401
C  1.6983  0.9118  -0.8674  0.127
N  0.7438  0.1137  -0.1035  -0.207
O  1.3979  -0.9093  0.6079  -0.617
C  2.5684  0.0763  -1.8484  -0.645
C  2.6190  1.5939  0.1431  -0.613
C  -0.3065  -1.6668  -1.5013  -0.637
H  -2.4616  -0.8471  0.1781  0.195
H  -1.4398  0.0485  1.2880  0.230
H  -1.0357  -1.5803  1.0239  0.231
H  -1.9340  0.3065  -2.1611  0.202
H  -1.5905  1.4174  -0.7774  0.210
H  -0.7810  2.3047  -2.8831  0.201
H  0.1158  0.8322  -3.2726  0.192
H  0.7290  2.8867  -1.0789  0.207
H  1.7135  2.3352  -2.4345  0.198
H  2.9442  -0.8015  -1.3208  0.231
H  1.9914  -0.2704  -2.7014  0.195
H  3.4068  0.6963  -2.1674  0.199
H  2.1417  2.1184  0.9682  0.224
H  3.1830  0.7772  0.6089  0.230
H  3.2846  2.2915  -0.3716  0.188
H  -1.2614  -2.0361  -1.8925  0.195
H  0.1207  -2.4192  -0.8434  0.236
H  0.3058  -1.4916  -2.3862  0.195
H  1.1357  -0.7309  1.5322  0.514
C  -3.2871  -1.3663  3.7663  -0.241
O  -2.6392  -1.2332  5.0047  -0.754
H  -4.2612  -1.8547  3.8510  0.155
H  -3.4571  -0.3888  3.2871  0.145
H  -2.7006  -1.9603  3.0547  0.168
H  -1.6850  -1.1585  4.8261  0.505

Summary:
Energy above the lowest of the compared OMol25 structures with the same formula, charge and spin in kcal/mol: 0.0
Total charge: -1
LUMO in eV: 2.8774
HOMO in eV: -4.1
Spin multiplicity: 1
Calculated total energy in Ha: -897.80196
Gap between HOMO and LUMO in eV: 7.0
Largest force on an atom in eV/Å: 1.35

***

Density functional theory data (wB97M-V/def2-TZVPD) for one molecule with the formula C5H12N2O.

Each line ends with the natural charge from an NBO analysis.
Cartesian coordinates (Å):
C  -2.6360  0.9198  -0.5609  -0.710
C  -1.6343  0.0973  0.2129  0.559
O  -1.7435  -1.1462  0.2198  -0.626
C  -0.4114  0.7516  0.6282  -0.583
C  0.8815  -0.0023  -0.5136  0.078
C  2.2113  0.6500  -0.2264  -0.642
N  0.8258  -1.3792  -0.3667  -0.476
N  1.3785  -1.8496  0.8613  -0.685
H  -2.8892  1.8316  -0.0207  0.222
H  -3.5595  0.3638  -0.7110  0.235
H  -2.2291  1.1893  -1.5346  0.233
H  -0.3869  1.8305  0.5141  0.215
H  -0.0209  0.3934  1.5777  0.231
H  0.4757  0.2667  -1.4898  0.193
H  2.1574  1.7208  -0.4079  0.211
H  2.5034  0.4763  0.8052  0.230
H  2.9735  0.2163  -0.8737  0.226
H  -0.2009  -1.6879  -0.4420  0.394
H  1.6287  -2.8231  0.7273  0.358
H  0.6757  -1.8192  1.6005  0.338

Summary:
Energy above the lowest of the compared OMol25 structures with the same formula, charge and spin in kcal/mol: 64.2
Total charge: 0
LUMO in eV: 0.9682
HOMO in eV: -8.6
Spin multiplicity: 1
Calculated total energy in Ha: -382.40015
Gap between HOMO and LUMO in eV: 9.6
Largest force on an atom in eV/Å: 2.44

***

Density functional theory data (wB97M-V/def2-TZVPD) for C25H36HfN6S2Si2 as an isolated structure.

Each line ends with the Löwdin charge.
Cartesian coordinates (Å):
Hf  -1.0989  -0.2731  -0.4690  1.386
C  0.9514  -2.3169  2.4077  -0.149
Si  -0.7618  -1.5869  2.3923  0.424
C  -1.5614  -1.5633  4.0667  -0.158
C  -1.9382  -2.5455  1.2506  -0.194
N  -0.8188  -0.0501  1.5024  -0.225
C  -0.6329  1.3042  1.9088  -0.300
C  -0.3511  1.7122  3.1993  -0.024
C  -0.2376  3.0718  3.4820  -0.065
C  -0.4165  4.0110  2.4822  -0.067
C  -0.7010  3.6082  1.1791  -0.035
C  -0.7955  2.2608  0.8854  -0.305
N  -1.0879  1.7234  -0.4152  -0.236
Si  -0.8381  2.4855  -2.0074  0.414
C  -2.3881  3.3266  -2.5794  -0.157
C  -0.5206  0.9592  -3.1139  -0.180
C  0.6757  3.5555  -2.0624  -0.147
H  1.0514  -3.0452  3.2147  0.047
H  1.6977  -1.5377  2.5806  0.044
H  1.2003  -2.8262  1.4746  0.015
H  -1.9111  -2.5740  4.2911  0.048
H  -2.4181  -0.8889  4.1092  0.044
H  -0.8690  -1.2768  4.8594  0.042
H  -2.1053  -3.5749  1.5739  0.065
H  -1.6161  -2.6775  0.2032  -0.025
H  -2.9099  -2.0445  1.2518  0.024
H  -0.2200  0.9838  3.9896  0.104
H  -0.0193  3.3903  4.4919  0.115
H  -0.3395  5.0654  2.7087  0.114
H  -0.8583  4.3536  0.4100  0.104
H  -3.2167  2.6150  -2.6167  0.029
H  -2.2613  3.7444  -3.5801  0.049
H  -2.6733  4.1458  -1.9162  0.041
H  -0.9886  0.0096  -2.8092  -0.057
H  0.5438  0.7632  -3.2482  0.041
H  -0.9655  1.1058  -4.1002  0.063
H  0.6482  4.3765  -1.3469  0.034
H  0.7555  3.9967  -3.0592  0.053
H  1.5874  2.9843  -1.8764  0.036
S  4.6481  -3.6380  -1.4457  1.107
C  3.2265  -2.6617  -1.3047  -0.478
C  3.2109  -1.2809  -1.0586  -0.018
C  2.0095  -0.6374  -0.9063  -0.098
N  0.8195  -1.2634  -1.0335  -0.109
C  0.8337  -2.5869  -1.3122  -0.130
C  1.9859  -3.3123  -1.4332  -0.063
C  5.9585  -2.4392  -1.3792  -0.536
C  6.4324  -1.9970  -0.1499  -0.081
C  7.4674  -1.0732  -0.1465  -0.117
N  8.0342  -0.6065  -1.2565  0.088
C  7.5921  -1.0653  -2.4210  -0.114
C  6.5538  -1.9832  -2.5423  -0.065
H  4.1273  -0.7159  -0.9724  0.119
H  1.9809  0.4231  -0.6813  0.126
H  -0.1257  -3.0727  -1.4607  0.120
H  1.9308  -4.3704  -1.6503  0.126
H  6.0249  -2.3748  0.7785  0.114
H  7.8632  -0.6976  0.7897  0.118
H  8.0869  -0.6837  -3.3062  0.119
H  6.2318  -2.3262  -3.5161  0.114
S  -3.3343  -0.8871  -1.6513  0.669
C  -4.5689  -0.3104  -0.5909  -0.773
N  -5.8016  -0.7798  -0.6103  0.057
C  -6.6664  -0.1166  0.3761  -0.079
C  -5.7350  0.9760  0.9487  -0.080
N  -4.4499  0.6629  0.3037  0.053
H  -6.0833  -1.5415  -1.2058  0.159
H  -6.9849  -0.8295  1.1342  0.130
H  -7.5443  0.3018  -0.1096  0.131
H  -5.6440  0.9205  2.0305  0.128
H  -6.0582  1.9773  0.6701  0.130
H  -3.6125  1.2183  0.3980  0.120

Summary:
Energy above the lowest of the compared OMol25 structures with the same formula, charge and spin in kcal/mol: 0.0
Total charge: +2
LUMO in eV: -5.9509
HOMO in eV: -13.0
Spin multiplicity: 1
Calculated total energy in Ha: -2725.88649
Gap between HOMO and LUMO in eV: 7.1
Largest force on an atom in eV/Å: 0.51

***

Density functional theory data (wB97M-V/def2-TZVPD) for a 2-piece molecular cluster, C3H12NO overall.

Each line ends with the natural charge from an NBO analysis.
Cartesian coordinates (Å):
C  -0.6225  -0.7619  -2.6361  -0.409
N  0.2534  0.2283  -1.8463  -0.678
H  -0.9938  -0.2496  -3.5149  0.238
H  -1.3799  -1.1719  -1.9836  0.247
H  0.0577  -1.5419  -2.9617  0.233
H  -0.4205  0.5527  -1.1457  0.461
H  0.9623  -0.2644  -1.3155  0.457
H  0.5491  0.9949  -2.4264  0.441
C  0.6507  0.2716  1.3922  -0.086
O  -0.2171  -0.6151  0.6896  -0.774
C  -0.0501  0.9121  2.5983  -0.645
H  1.0129  1.1130  0.7861  0.162
H  1.5385  -0.2821  1.6984  0.186
H  -0.3581  -1.3496  1.2711  0.495
H  -0.4245  0.0268  3.1464  0.205
H  -0.9912  1.4357  2.4369  0.228
H  0.5929  1.4351  3.2972  0.241

Summary:
Energy above the lowest of the compared OMol25 structures with the same formula, charge and spin in kcal/mol: 29.2
Total charge: +1
LUMO in eV: -3.4655
HOMO in eV: -14.8
Spin multiplicity: 1
Calculated total energy in Ha: -251.22375
Gap between HOMO and LUMO in eV: 11.4
Largest force on an atom in eV/Å: 2.65